Record 1
{
  "formula": "C41H40N12O2Sr",
  "method": "wB97M-V/def2-TZVPD",
  "e_above_lowest_kcal_mol": 66.6,
  "charge": 2,
  "homo_energy_ev": -10.9,
  "total_energy_ha": -2424.0978,
  "spin_multiplicity": 1,
  "orbital_gap_ev": 5.149,
  "elements": ["Sr", "C", "C", "N", "C", "C", "N", "C", "C", "C", "C", "C", "N", "C", "C", "N", "C", "C", "N", "C", "C", "C", "N", "C", "C", "H", "H", "H", "H", "H", "H", "H", "H", "H", "H", "H", "H", "C", "N", "C", "C", "C", "C", "C", "C", "C", "C", "H", "H", "H", "H", "H", "H", "H", "H", "H", "H", "H", "H", "O", "N", "O", "C", "C", "C", "C", "C", "C", "N", "C", "C", "N", "C", "C", "C", "C", "H", "H", "H", "H", "H", "H", "H", "N", "C", "C", "N", "H", "H", "H", "H", "H", "H", "H", "H", "H"],
  "positions_angstrom": [[0.652, 0.048, 0.153], [1.440, 2.463, -3.820], [1.532, 2.077, -2.547], [1.054, 0.736, -2.208], [-0.144, 0.483, -3.010], [-0.040, 0.850, -4.381], [0.804, 1.733, -4.831], [-1.355, 0.200, -2.363], [-2.565, -0.082, -3.085], [-3.748, -0.229, -2.433], [-3.768, -0.115, -1.007], [-2.585, 0.067, -0.360], [-1.395, 0.171, -0.998], [-2.501, 0.175, 1.139], [-3.624, 0.205, 1.971], [-3.536, 0.313, 3.292], [-2.312, 0.401, 3.823], [-1.191, 0.350, 3.025], [-1.283, 0.236, 1.694], [-5.014, -0.502, -3.177], [-5.206, -0.064, -4.480], [-6.394, -0.361, -5.127], [-7.389, -1.059, -4.570], [-7.202, -1.470, -3.315], [-6.050, -1.214, -2.588], [1.817, 3.438, -4.109], [1.953, 2.705, -1.772], [-0.709, 0.400, -5.120], [-2.521, -0.174, -4.163], [-4.709, -0.132, -0.474], [-4.621, 0.146, 1.556], [-2.237, 0.512, 4.899], [-0.193, 0.405, 3.452], [-4.465, 0.540, -4.990], [-6.559, -0.015, -6.143], [-8.015, -2.033, -2.865], [-5.968, -1.600, -1.579], [0.822, -4.256, -1.587], [0.203, -2.964, -1.860], [-1.221, -3.166, -2.125], [0.846, -2.327, -3.035], [2.091, -1.577, -2.610], [3.280, -2.315, -2.573], [4.455, -1.844, -2.011], [4.449, -0.583, -1.439], [3.306, 0.195, -1.516], [2.135, -0.246, -2.156], [0.763, -4.934, -2.452], [0.307, -4.743, -0.756], [1.874, -4.149, -1.324], [-1.398, -3.763, -3.032], [-1.727, -2.207, -2.238], [-1.678, -3.703, -1.286], [0.122, -1.666, -3.488], [1.110, -3.087, -3.780], [3.270, -3.301, -3.028], [5.354, -2.447, -2.028], [5.338, -0.183, -0.968], [3.349, 1.199, -1.113], [5.080, -2.083, 5.703], [5.387, -0.958, 5.359], [6.294, -0.305, 5.809], [4.530, -0.321, 4.311], [4.404, 1.001, 4.375], [3.531, 1.690, 3.461], [3.388, 3.088, 3.498], [2.539, 3.704, 2.621], [1.827, 2.907, 1.721], [1.939, 1.588, 1.663], [2.798, 0.972, 2.524], [2.978, -0.482, 2.444], [2.288, -1.165, 1.491], [2.505, -2.453, 1.334], [3.426, -3.162, 2.111], [4.088, -2.505, 3.110], [3.859, -1.128, 3.318], [4.954, 1.553, 5.127], [3.957, 3.663, 4.220], [2.407, 4.778, 2.614], [1.137, 3.367, 1.020], [1.937, -2.940, 0.544], [3.619, -4.208, 1.913], [4.795, -3.034, 3.731], [-1.576, -6.547, 3.192], [-2.100, -5.181, 2.765], [-0.995, -4.314, 2.171], [-1.496, -3.016, 1.756], [-2.304, -7.119, 3.621], [-0.820, -6.463, 3.872], [-1.212, -7.073, 2.397], [-2.533, -4.731, 3.655], [-2.892, -5.371, 2.046], [-0.557, -4.821, 1.310], [-0.194, -4.184, 2.906], [-1.929, -2.523, 2.529], [-2.168, -3.089, 1.000]]
}



Record 2
{
  "formula": "C41H41BaN12",
  "method": "wB97M-V/def2-TZVPD",
  "e_above_lowest_kcal_mol": 59.0,
  "charge": 1,
  "homo_energy_ev": -9.2,
  "total_energy_ha": -2269.3730,
  "spin_multiplicity": 1,
  "orbital_gap_ev": 6.811,
  "elements": ["Ba", "C", "N", "C", "C", "N", "C", "C", "C", "C", "C", "C", "N", "C", "N", "C", "C", "C", "C", "C", "C", "N", "H", "H", "H", "H", "H", "H", "H", "H", "H", "H", "H", "H", "H", "H", "H", "C", "C", "C", "C", "N", "C", "C", "C", "C", "C", "C", "C", "H", "H", "H", "H", "H", "H", "H", "H", "N", "C", "C", "C", "C", "C", "C", "C", "C", "N", "C", "H", "H", "H", "H", "H", "H", "H", "H", "C", "C", "C", "C", "N", "C", "N", "N", "N", "H", "H", "H", "H", "H", "H", "H", "H", "H", "H"],
  "positions_angstrom": [[12.824, 14.977, 8.684], [14.118, 14.498, 12.280], [12.900, 13.932, 11.735], [11.665, 14.451, 12.370], [11.544, 15.892, 12.131], [11.962, 16.520, 11.080], [11.633, 17.857, 11.264], [11.994, 18.886, 10.417], [11.553, 20.174, 10.772], [10.992, 20.341, 12.036], [10.675, 19.295, 12.951], [11.028, 18.030, 12.496], [11.002, 16.777, 13.063], [15.188, 14.112, 11.228], [15.063, 14.078, 9.923], [16.288, 13.739, 9.415], [16.722, 13.542, 8.107], [18.059, 13.238, 7.977], [18.908, 12.889, 9.068], [18.463, 13.022, 10.335], [17.161, 13.415, 10.486], [16.467, 13.761, 11.667], [14.475, 14.063, 13.293], [14.133, 15.540, 12.291], [12.795, 12.957, 11.692], [11.642, 14.288, 13.448], [10.747, 13.917, 12.091], [12.557, 18.688, 9.499], [11.734, 20.970, 10.057], [10.758, 21.428, 12.321], [10.262, 19.341, 14.012], [10.575, 16.624, 13.936], [16.004, 13.596, 7.307], [18.401, 13.184, 6.919], [19.953, 12.570, 8.965], [19.177, 12.738, 11.116], [16.797, 13.514, 12.586], [8.422, 17.118, 7.430], [8.782, 17.835, 6.312], [10.139, 18.056, 5.984], [11.141, 17.554, 6.767], [10.779, 16.749, 7.819], [9.504, 16.631, 8.126], [12.603, 17.880, 6.596], [12.976, 18.803, 5.548], [14.301, 19.122, 5.436], [15.303, 18.506, 6.221], [14.889, 17.590, 7.146], [13.551, 17.192, 7.386], [7.401, 16.956, 7.741], [8.102, 18.347, 5.690], [10.437, 18.767, 5.163], [9.352, 16.096, 9.008], [12.298, 19.389, 4.966], [14.504, 19.805, 4.620], [16.319, 18.721, 6.070], [15.653, 17.006, 7.732], [13.229, 10.910, 10.277], [11.954, 10.350, 10.326], [11.651, 9.136, 10.900], [10.380, 8.658, 10.992], [9.334, 9.293, 10.329], [9.561, 10.535, 9.740], [8.593, 11.236, 9.023], [8.904, 12.334, 8.294], [10.269, 12.827, 8.334], [11.184, 12.161, 8.980], [10.895, 11.030, 9.681], [13.441, 11.399, 9.370], [14.000, 10.417, 10.732], [12.506, 8.533, 11.285], [10.230, 7.614, 11.386], [8.369, 8.920, 10.300], [7.525, 10.927, 9.023], [8.110, 12.887, 7.734], [10.676, 13.712, 7.774], [11.210, 8.870, 6.665], [12.557, 8.602, 6.117], [13.574, 8.495, 7.259], [12.975, 9.562, 5.010], [13.101, 10.936, 5.587], [12.255, 11.962, 5.598], [12.687, 12.916, 6.317], [13.837, 12.457, 6.782], [14.141, 11.296, 6.329], [10.994, 8.424, 7.682], [10.393, 8.411, 6.034], [11.068, 9.958, 6.737], [12.630, 7.639, 5.607], [13.623, 9.431, 7.846], [14.562, 8.279, 6.801], [13.453, 7.701, 7.967], [12.146, 9.550, 4.336], [13.936, 9.246, 4.540], [11.270, 11.976, 5.067]]
}



Record 3
{
  "formula": "C41H41CaN5O4PS",
  "method": "wB97M-V/def2-TZVPD",
  "e_above_lowest_kcal_mol": 0.0,
  "charge": 1,
  "homo_energy_ev": -10.2,
  "total_energy_ha": -3578.8255,
  "spin_multiplicity": 1,
  "orbital_gap_ev": 8.143,
  "elements": ["Ca", "S", "C", "C", "C", "C", "C", "C", "N", "C", "C", "C", "C", "C", "C", "C", "H", "H", "H", "H", "H", "H", "H", "H", "O", "C", "O", "C", "P", "C", "C", "C", "C", "C", "C", "C", "C", "C", "C", "C", "C", "H", "H", "H", "H", "H", "H", "H", "H", "H", "H", "H", "H", "O", "C", "C", "C", "C", "N", "C", "C", "C", "C", "C", "C", "O", "C", "C", "N", "H", "H", "H", "H", "H", "H", "H", "H", "H", "H", "H", "H", "N", "C", "C", "N", "H", "H", "H", "H", "H", "H", "H", "H", "H"],
  "positions_angstrom": [[1.168, -0.843, 0.574], [0.553, 0.822, 5.341], [-0.504, -0.544, 5.252], [-1.323, -1.078, 6.243], [-2.090, -2.180, 5.923], [-2.042, -2.738, 4.640], [-1.228, -2.206, 3.662], [-0.443, -1.094, 3.969], [0.419, -0.436, 3.092], [1.002, 0.568, 3.680], [2.005, 1.428, 3.010], [2.822, 2.257, 3.781], [3.836, 2.984, 3.174], [4.053, 2.825, 1.811], [3.214, 1.995, 1.065], [2.122, 1.296, 1.610], [-1.357, -0.644, 7.233], [-2.734, -2.618, 6.674], [-2.652, -3.602, 4.412], [-1.181, -2.638, 2.674], [2.702, 2.316, 4.858], [4.484, 3.615, 3.769], [4.892, 3.325, 1.338], [3.451, 1.854, 0.013], [1.658, -1.839, -1.579], [2.547, -0.950, -1.586], [3.252, -0.672, -0.582], [2.518, 0.049, -2.731], [0.971, 1.018, -2.325], [-0.022, 0.833, -3.841], [-1.108, -0.037, -3.787], [-1.881, -0.264, -4.918], [-1.576, 0.383, -6.105], [-0.494, 1.254, -6.165], [0.281, 1.477, -5.040], [1.422, 2.797, -2.413], [0.357, 3.704, -2.516], [0.577, 5.074, -2.519], [1.874, 5.571, -2.400], [2.934, 4.685, -2.283], [2.711, 3.310, -2.292], [2.369, -0.442, -3.690], [3.415, 0.662, -2.755], [-1.339, -0.544, -2.856], [-2.720, -0.946, -4.871], [-2.179, 0.209, -6.986], [-0.255, 1.757, -7.093], [1.124, 2.156, -5.095], [-0.655, 3.329, -2.632], [-0.259, 5.753, -2.635], [2.053, 6.639, -2.421], [3.947, 5.060, -2.205], [3.558, 2.643, -2.206], [-5.545, -3.806, -0.419], [-5.395, -2.405, -0.502], [-3.953, -2.043, -0.282], [-3.567, -0.710, -0.218], [-2.236, -0.409, -0.005], [-1.291, -1.342, 0.137], [-1.656, -2.627, 0.067], [-2.976, -3.013, -0.133], [-0.583, -3.649, 0.250], [-0.726, -4.933, -0.254], [0.280, -5.862, -0.040], [0.191, -7.257, -0.591], [-1.130, -7.503, -1.028], [1.397, -5.465, 0.682], [1.471, -4.160, 1.125], [0.510, -3.260, 0.920], [-6.460, -4.037, -0.597], [-6.004, -1.892, 0.251], [-5.701, -2.030, -1.486], [-4.290, 0.090, -0.318], [-1.915, 0.624, 0.069], [-3.255, -4.055, -0.150], [-1.597, -5.218, -0.823], [0.495, -7.965, 0.186], [0.904, -7.345, -1.419], [-1.168, -8.369, -1.442], [2.208, -6.152, 0.886], [2.344, -3.817, 1.670], [1.482, 4.424, 0.696], [0.455, 4.520, 1.782], [-0.866, 3.923, 1.309], [-0.756, 2.620, 0.681], [2.321, 4.957, 0.923], [1.140, 4.727, -0.225], [1.802, 3.438, 0.624], [0.349, 5.566, 2.067], [0.868, 3.958, 2.619], [-1.349, 4.603, 0.603], [-1.521, 3.865, 2.180], [-0.138, 1.994, 1.196], [-0.382, 2.682, -0.259]]
}



Record 4
{
  "formula": "C41H41InN5OSb2Se2",
  "method": "wB97M-V/def2-TZVPD",
  "e_above_lowest_kcal_mol": 18.9,
  "charge": 3,
  "homo_energy_ev": [-15.2, -14.8],
  "total_energy_ha": -7408.5581,
  "spin_multiplicity": 1,
  "orbital_gap_ev": [5.559, 5.436],
  "elements": ["In", "Se", "Se", "C", "C", "C", "C", "C", "N", "C", "C", "C", "C", "C", "N", "H", "H", "H", "H", "H", "H", "H", "H", "C", "C", "C", "Sb", "C", "C", "C", "C", "C", "C", "C", "C", "C", "C", "C", "C", "Sb", "C", "C", "C", "C", "C", "C", "C", "C", "C", "C", "C", "C", "H", "H", "H", "H", "H", "H", "H", "H", "H", "H", "H", "H", "H", "H", "H", "H", "H", "H", "H", "H", "H", "H", "H", "H", "H", "H", "C", "N", "C", "C", "O", "N", "C", "N", "H", "H", "H", "H", "H", "H", "H"],
  "positions_angstrom": [[0.482, -0.887, 0.994], [-2.015, -2.287, 2.439], [-0.633, -3.108, 4.112], [0.358, -1.488, 4.448], [0.518, -1.118, 5.773], [1.297, -0.007, 6.064], [1.879, 0.693, 5.022], [1.651, 0.263, 3.727], [0.904, -0.813, 3.435], [-1.450, -3.518, 1.070], [-2.280, -4.547, 0.659], [-1.804, -5.414, -0.318], [-0.533, -5.213, -0.835], [0.215, -4.146, -0.366], [-0.231, -3.311, 0.575], [0.038, -1.688, 6.556], [1.432, 0.310, 7.090], [2.495, 1.562, 5.204], [2.090, 0.787, 2.887], [-3.262, -4.670, 1.095], [-2.417, -6.237, -0.661], [-0.127, -5.868, -1.594], [1.204, -3.938, -0.760], [-3.060, 0.482, 0.026], [-3.560, 0.354, -1.415], [-2.850, -0.717, -2.232], [-0.703, -0.932, -2.062], [-0.280, -1.672, -4.003], [-0.660, -2.975, -4.317], [-0.447, -3.462, -5.598], [0.158, -2.655, -6.552], [0.546, -1.362, -6.231], [0.335, -0.863, -4.952], [-0.033, 1.073, -2.302], [1.271, 1.382, -1.918], [1.761, 2.672, -2.068], [0.950, 3.669, -2.600], [-0.347, 3.373, -2.991], [-0.843, 2.080, -2.835], [-1.546, 2.029, 0.133], [-0.730, 2.724, 1.961], [-1.518, 3.490, 2.815], [-0.918, 4.096, 3.908], [0.452, 3.974, 4.112], [1.232, 3.232, 3.237], [0.641, 2.592, 2.155], [-2.640, 3.708, -0.506], [-4.034, 3.696, -0.460], [-4.737, 4.846, -0.794], [-4.055, 5.988, -1.188], [-2.666, 5.998, -1.229], [-1.954, 4.860, -0.886], [-2.627, -0.445, 0.399], [-3.840, 0.792, 0.722], [-3.507, 1.312, -1.936], [-4.624, 0.107, -1.384], [-3.029, -0.577, -3.298], [-3.218, -1.713, -1.972], [-1.131, -3.612, -3.575], [-0.753, -4.468, -5.853], [0.330, -3.036, -7.549], [1.013, -0.734, -6.979], [0.643, 0.147, -4.714], [1.922, 0.615, -1.513], [2.779, 2.901, -1.782], [1.339, 4.670, -2.729], [-0.972, 4.137, -3.436], [-1.838, 1.850, -3.201], [-2.577, 3.630, 2.634], [-1.519, 4.682, 4.591], [0.914, 4.477, 4.951], [2.302, 3.170, 3.381], [1.253, 2.019, 1.465], [-4.587, 2.815, -0.159], [-5.817, 4.845, -0.744], [-4.608, 6.876, -1.464], [-2.138, 6.895, -1.523], [-0.870, 4.881, -0.900], [5.916, -3.733, 1.303], [4.725, -2.901, 1.188], [4.755, -1.470, 0.924], [3.282, -1.160, 0.962], [2.729, -0.058, 0.805], [2.566, -2.265, 1.201], [3.461, -3.278, 1.361], [3.088, -4.509, 1.673], [6.703, -3.300, 0.691], [5.719, -4.733, 0.921], [6.261, -3.794, 2.336], [5.188, -1.234, -0.051], [5.303, -0.918, 1.690], [2.120, -4.693, 1.879], [3.764, -5.232, 1.860]]
}



Record 5
{
  "formula": "C41H41IrN3P2S2",
  "method": "wB97M-V/def2-TZVPD",
  "charge": 2,
  "homo_energy_ev": [-12.6, -12.6],
  "total_energy_ha": -3334.1926,
  "spin_multiplicity": 2,
  "s2": 0.754,
  "orbital_gap_ev": [6.660, 5.194],
  "elements": ["Ir", "C", "N", "C", "C", "N", "C", "C", "C", "C", "C", "C", "C", "S", "C", "C", "C", "C", "C", "C", "S", "H", "H", "H", "H", "H", "H", "H", "H", "H", "H", "H", "H", "H", "H", "H", "H", "H", "H", "C", "N", "P", "C", "C", "C", "C", "C", "C", "C", "C", "C", "C", "C", "C", "P", "C", "C", "C", "C", "C", "C", "C", "C", "C", "C", "C", "C", "H", "H", "H", "H", "H", "H", "H", "H", "H", "H", "H", "H", "H", "H", "H", "H", "H", "H", "H", "H", "H", "H", "H"],
  "positions_angstrom": [[-0.219, 0.066, -0.528], [1.095, -2.553, -1.038], [0.650, -1.384, -1.862], [1.814, -0.723, -2.498], [2.679, -0.097, -1.423], [1.885, 0.815, -0.517], [2.458, 0.734, 0.846], [1.995, 2.185, -1.054], [3.133, 2.954, -0.841], [3.243, 4.201, -1.434], [2.227, 4.668, -2.258], [1.097, 3.902, -2.472], [0.975, 2.654, -1.863], [-0.470, 1.692, -2.112], [-0.361, -1.897, -2.789], [-0.036, -2.438, -4.019], [-1.036, -3.013, -4.793], [-2.339, -3.066, -4.323], [-2.660, -2.527, -3.085], [-1.669, -1.933, -2.316], [-2.069, -1.180, -0.758], [1.612, -3.270, -1.679], [0.216, -3.026, -0.606], [1.758, -2.238, -0.236], [1.433, 0.032, -3.184], [2.413, -1.441, -3.063], [3.469, 0.482, -1.901], [3.163, -0.853, -0.808], [3.542, 0.857, 0.831], [2.230, -0.243, 1.264], [2.023, 1.517, 1.461], [3.945, 2.589, -0.227], [4.127, 4.800, -1.265], [2.315, 5.638, -2.730], [0.296, 4.267, -3.105], [0.980, -2.416, -4.390], [-0.792, -3.422, -5.763], [-3.114, -3.517, -4.927], [-3.679, -2.549, -2.722], [-2.968, -0.221, 2.354], [-1.648, 0.499, 2.477], [-0.888, -0.110, 3.814], [0.856, -0.475, 3.851], [1.802, 0.307, 4.519], [3.114, -0.129, 4.592], [3.482, -1.341, 4.018], [2.539, -2.132, 3.378], [1.224, -1.703, 3.290], [-1.569, 0.511, 5.338], [-2.084, -0.408, 6.253], [-2.576, 0.043, 7.467], [-2.551, 1.398, 7.765], [-2.043, 2.315, 6.851], [-1.554, 1.879, 5.632], [-1.183, 1.425, 1.038], [-0.221, 2.834, 1.651], [-0.179, 3.961, 0.829], [0.546, 5.075, 1.217], [1.224, 5.087, 2.429], [1.171, 3.978, 3.260], [0.449, 2.861, 2.865], [-2.758, 2.242, 0.683], [-3.411, 2.114, -0.537], [-4.613, 2.778, -0.750], [-5.162, 3.562, 0.250], [-4.506, 3.700, 1.471], [-3.307, 3.050, 1.686], [-3.404, -0.331, 3.348], [-2.817, -1.198, 1.900], [-3.653, 0.365, 1.754], [1.520, 1.227, 5.014], [3.848, 0.468, 5.117], [4.507, -1.679, 4.092], [2.822, -3.091, 2.963], [0.480, -2.329, 2.810], [-2.097, -1.466, 6.023], [-2.979, -0.664, 8.178], [-2.933, 1.745, 8.716], [-2.032, 3.370, 7.088], [-1.183, 2.601, 4.915], [-0.722, 3.972, -0.108], [0.571, 5.944, 0.573], [1.782, 5.964, 2.729], [1.687, 3.985, 4.211], [0.424, 2.004, 3.524], [-2.992, 1.505, -1.322], [-5.117, 2.678, -1.702], [-6.100, 4.073, 0.083], [-4.930, 4.323, 2.248], [-2.794, 3.171, 2.633]]
}